Entry i
ORCA calculation (ωB97M-V with the def2-TZVPD basis set) on the molecule C3H9NS2.

Properties
Charge: 0
Spin multiplicity: 1
HOMO-LUMO gap (eV): 8.6
SMILES string: C[C@@H](N)CSS
LUMO level (Eh): 0.031

Positions of all 15 atoms, in Å:
N 0.1116 -1.9964 -0.0841
C -0.9476 -1.3099 0.5622
C -2.4792 -1.8699 0.2076
C -0.7142 0.1543 0.2799
S 1.0063 0.2760 -0.1484
S 1.0640 2.2678 -0.3554
H 0.5453 -2.7291 0.5348
H -0.0666 -2.3202 -0.9351
H -0.8974 -1.3973 1.6275
H -3.0075 -1.1713 -0.5360
H -2.4879 -2.8610 -0.0991
H -2.9548 -1.7737 1.1512
H -1.2496 0.3413 -0.7122
H -1.1519 0.9018 0.9936
H 2.2102 2.4370 0.3281

Atomic partial charges in e from the natural (NBO) method, atoms 1 to 2:
1. N -0.821
2. C -0.049

Entry ii
ORCA calculation (ωB97M-V with the def2-TZVPD basis set) on a 2-piece molecular cluster, C3H9NS2 overall.

Properties
Charge: 0
Spin multiplicity: 1
HOMO-LUMO gap (eV): 3.7
LUMO level (Eh): -0.158

Positions of all 15 atoms, in Å:
N -0.0082 -0.4042 1.2219
C 0.1237 0.7613 0.3504
C 1.4018 0.7855 -0.4703
C -1.1781 0.7705 -0.3879
S -2.3927 1.3648 0.7704
S -0.0681 -2.7598 -0.6495
H -0.2582 -1.2468 0.6389
H 0.8387 -0.6272 1.7376
H 0.0992 1.5568 1.1151
H 2.2452 0.4002 0.1016
H 1.6443 1.7822 -0.8099
H 1.2644 0.1140 -1.3189
H -1.5272 -0.2039 -0.7265
H -1.2604 1.4478 -1.2441
H -0.9242 -3.7412 -0.3288

Atomic partial charges in e from the natural (NBO) method, atoms 1 to 2:
1. N -0.666
2. C -0.091

Entry iii
ORCA calculation (ωB97M-V with the def2-TZVPD basis set) on a 2-piece molecular cluster, C3H9NS2 overall.

Properties
Charge: 0
Spin multiplicity: 1
HOMO-LUMO gap (eV): 9.5
SMILES string: C=NCC.SS
LUMO level (Eh): 0.019

Positions of all 15 atoms, in Å:
S -2.7654 1.5562 0.5387
S -1.4538 2.6349 1.7497
H -1.8051 0.7630 -0.0063
H -1.2216 1.7417 2.7319
C 1.6056 0.5976 -0.6266
C 0.9393 -0.5806 0.0639
C -0.7563 -1.9242 -0.8063
N -0.4177 -0.7690 -0.4359
H 2.5837 0.7840 -0.1819
H 1.7490 0.4226 -1.6928
H 0.9907 1.4883 -0.4950
H 0.8410 -0.3442 1.1277
H 1.5327 -1.4986 -0.0246
H -0.0652 -2.7718 -0.7510
H -1.7569 -2.0999 -1.1915

Atomic partial charges in e from the natural (NBO) method, atoms 1 to 2:
1. S -0.171
2. S -0.153

Which of them is most stable, and which least? Most stable: entry iii; least stable: entry ii.

Entry i
ORCA calculation (ωB97M-V with the def2-TZVPD basis set) on C5H9NO2 as an isolated structure.

Properties
Charge: 0
Spin multiplicity: 1
HOMO-LUMO gap (eV): 9.6
LUMO level (Eh): -0.012

Positions of all 17 atoms, in Å:
C -0.3710 1.0053 1.5112
C -0.9050 0.8543 -0.0592
C 0.1808 1.7103 -0.9363
C -0.9867 -0.5327 -0.3712
C 1.5207 -1.0784 0.1428
H 0.7191 1.0302 1.6955
H -0.8877 -0.0672 2.0244
H -0.7875 1.8432 2.1882
H -2.0378 1.0793 -0.1829
H 1.0693 1.1257 -0.6196
H -0.3734 2.0641 -1.9940
H 0.0164 2.6876 -0.3986
H 0.0431 -2.0834 -0.1308
H 2.0497 -2.0904 0.8407
N 0.1925 -1.2024 0.1808
O -1.9661 -1.1908 -0.4404
O 2.2423 0.0751 -0.3612

Atomic partial charges in e from the natural (NBO) method, atoms 1 to 2:
1. C -0.613
2. C -0.335

Entry ii
ORCA calculation (ωB97M-V with the def2-TZVPD basis set) on the molecule C5H9NO2.

Properties
Charge: 0
Spin multiplicity: 1
HOMO-LUMO gap (eV): 10.7
SMILES string: C[C@H](CC=O)NC=O
LUMO level (Eh): 0.029

Positions of all 17 atoms, in Å:
O 2.3522 0.7604 -2.5078
C 1.4110 0.6250 -1.7562
N 1.3715 -0.3129 -0.7756
C 0.1874 -0.5162 0.0848
C 0.0094 0.6857 1.0355
C -0.9794 0.3854 2.1307
O -1.3143 -0.7087 2.4932
C -1.0567 -0.8308 -0.7058
H 0.5142 1.2590 -1.8179
H 1.9396 -1.1366 -0.8850
H 0.4846 -1.3138 0.7327
H 0.9731 0.8200 1.5278
H -0.2320 1.6204 0.5291
H -1.3875 1.2790 2.6534
H -1.9018 -1.0732 -0.0510
H -1.4922 0.0367 -1.2176
H -0.8789 -1.5794 -1.4704

Atomic partial charges in e from the natural (NBO) method, atoms 1 to 2:
1. O -0.593
2. C 0.524

Which of them is most stable, and which least? Most stable: entry ii; least stable: entry i.

Entry i
ORCA calculation (ωB97M-V with the def2-TZVPD basis set) on C5H9NO2 as an isolated structure.

Properties
Charge: 0
Spin multiplicity: 1
HOMO-LUMO gap (eV): 9.8
LUMO level (Eh): 0.033

Positions of all 17 atoms, in Å:
C -1.0051 -0.1340 -0.7225
C -0.2806 0.8846 0.3679
C 1.1269 1.3725 -0.1685
C 1.1238 -1.2171 -0.2741
C -0.2513 -1.1120 0.2285
H -2.4766 0.3778 0.3552
H -0.8582 0.0927 -1.8877
H -1.1038 1.6461 0.7707
H 1.7004 2.0146 0.6527
H 0.6872 1.9880 -1.2740
H 1.6927 -1.6345 0.7053
H 1.2718 -1.9398 -1.1415
H -1.0442 -1.9047 0.1967
H 0.4997 -0.4004 2.0434
N -0.3030 -0.1132 1.3560
O -2.3209 0.0561 -0.5461
O 1.5413 0.0233 -0.6620

Atomic partial charges in e from the natural (NBO) method, atoms 1 to 2:
1. C 0.105
2. C -0.099

Entry ii
ORCA calculation (ωB97M-V with the def2-TZVPD basis set) on C5H9NO2 as an isolated structure.

Properties
Charge: 0
Spin multiplicity: 1
HOMO-LUMO gap (eV): 7.9
LUMO level (Eh): 0.027

Positions of all 17 atoms, in Å:
C 0.1293 -1.0112 0.9872
C 0.2552 1.4932 1.2583
C -1.1842 -0.8159 -0.2486
C 0.4225 0.2865 0.3658
N 1.4052 -0.4792 -1.7243
C 0.9260 0.4896 -0.9148
O -2.2960 -0.1585 0.1602
O -1.2308 -1.6352 -1.1456
H -3.0165 -0.5224 -0.3881
H 1.4374 -0.2792 -2.7167
H 1.1159 -1.4286 -1.5004
H -0.3157 -0.9577 1.9794
H 0.6998 -1.8847 0.6786
H 0.9857 1.4948 -1.3215
H -0.7077 1.5158 1.7718
H 1.0172 1.4558 2.0422
H 0.3569 2.4368 0.7165

Atomic partial charges in e from the natural (NBO) method, atoms 1 to 2:
1. C -0.496
2. C -0.607

Which of them is most stable, and which least? Most stable: entry ii; least stable: entry i.

Entry i
ORCA calculation (ωB97M-V with the def2-TZVPD basis set) on C5H9NO2 as an isolated structure.

Properties
Charge: 0
Spin multiplicity: 1
HOMO-LUMO gap (eV): 9.9
LUMO level (Eh): 0.028

Positions of all 17 atoms, in Å:
C -1.6258 0.0587 -0.1583
C 1.7828 -0.4460 0.7298
C 1.1999 -0.1169 -0.5904
C -1.4538 -1.4332 -0.1178
C -0.1077 2.0587 -0.0246
N -0.4472 0.7154 -0.4380
O -2.6188 0.6480 0.2001
O 2.2449 0.5613 -0.1703
H 1.0970 -0.2309 1.6162
H 2.4704 -1.3435 0.9991
H 1.2894 -0.7107 -1.4654
H -0.3985 -1.7920 -0.0628
H -1.9799 -1.9189 0.7676
H -1.9215 -1.8407 -1.0980
H 0.8203 2.4265 -0.5579
H -0.9090 2.8904 -0.2793
H 0.0048 2.1553 1.1878

Atomic partial charges in e from the natural (NBO) method, atoms 1 to 2:
1. C 0.655
2. C -0.160

Entry ii
ORCA calculation (ωB97M-V with the def2-TZVPD basis set) on the molecule C5H9NO2.

Properties
Charge: 0
Spin multiplicity: 1
HOMO-LUMO gap (eV): 10.3
SMILES string: OCC[C@H]1CC=NO1
LUMO level (Eh): 0.032

Positions of all 17 atoms, in Å:
C -0.2771 -1.5922 -0.6557
C 0.0929 -1.1435 0.7352
C -0.1483 0.3920 0.9436
C 1.0441 1.2694 0.4811
C 0.4792 1.8153 -0.8105
H -1.8814 -0.7655 -1.0771
H 0.0782 -2.6133 -0.6529
H 0.2340 -1.0986 -1.4889
H 1.0775 -1.2829 1.0643
H -0.5347 -1.7565 1.4021
H -0.5387 0.6874 1.8956
H 1.1994 2.1441 1.0968
H 1.9078 0.6830 0.2831
H 0.8554 2.6668 -1.3485
N -0.7240 1.4965 -1.0164
O -1.6403 -1.6793 -0.8868
O -1.2241 0.7771 0.0351

Atomic partial charges in e from the natural (NBO) method, atoms 1 to 2:
1. C -0.077
2. C -0.448

Entry iii
ORCA calculation (ωB97M-V with the def2-TZVPD basis set) on the molecule C5H9NO2.

Properties
Charge: 0
Spin multiplicity: 1
HOMO-LUMO gap (eV): 10.6
SMILES string: CC1(C)O[C@H]1C(N)=O
LUMO level (Eh): 0.029

Positions of all 17 atoms, in Å:
C -0.1089 -0.8511 0.1713
C 0.7018 0.3203 -0.2276
C 0.3406 -1.6489 1.3772
C -1.5968 -0.8865 -0.0843
C 0.1671 1.5219 -0.9627
N 0.9713 2.6090 -0.8611
O 0.7479 -0.8941 -0.9363
O -0.8701 1.5534 -1.5982
H 1.5948 0.5245 0.3589
H 0.7202 3.4263 -1.3917
H 1.8764 2.5842 -0.4280
H 1.4226 -1.6355 1.4769
H -1.9322 -1.9229 -0.1332
H -0.1082 -1.2516 2.2813
H 0.0241 -2.6799 1.2561
H -1.8308 -0.3901 -1.0277
H -2.1197 -0.3790 0.7290

Atomic partial charges in e from the natural (NBO) method, atoms 1 to 2:
1. C 0.252
2. C -0.056

Which of them is most stable, and which least? Most stable: entry iii; least stable: entry i.

Entry i
ORCA calculation (ωB97M-V with the def2-TZVPD basis set) on C5H9NO2 as an isolated structure.

Properties
Charge: 0
Spin multiplicity: 1
HOMO-LUMO gap (eV): 10.5
LUMO level (Eh): 0.027

Positions of all 17 atoms, in Å:
C -2.6752 -0.2772 -0.2371
C -1.3110 -0.5060 0.3889
C 0.7238 -0.4414 0.3202
C 1.9910 -0.0620 -0.3830
C -0.3767 0.6676 0.7005
H -3.0498 -1.1765 -0.6577
H -3.4288 0.0021 0.5439
H -2.6863 0.5091 -0.9968
H -1.4610 -1.1125 1.2900
H -0.2748 -2.0261 -0.6441
H 1.0875 -0.9074 1.2767
H 1.8100 0.3776 -1.3957
H -0.3752 1.1468 1.6605
H -0.3687 1.2994 -1.1515
N -0.3082 -1.0199 -0.4729
O 3.1165 -0.1051 0.0869
O -0.5173 1.6978 -0.2559

Atomic partial charges in e from the natural (NBO) method, atoms 1 to 2:
1. C -0.619
2. C -0.073

Entry ii
ORCA calculation (ωB97M-V with the def2-TZVPD basis set) on a 2-piece molecular cluster, C5H9NO2 overall.

Properties
Charge: 0
Spin multiplicity: 1
HOMO-LUMO gap (eV): 10.9
SMILES string: CC(=O)ON.C=C=C
LUMO level (Eh): 0.033

Positions of all 17 atoms, in Å:
C -1.5623 1.1152 -0.6053
C 1.8428 0.8343 1.0288
C -1.7792 0.1131 0.1970
C 1.3603 0.2726 -0.2759
N 0.6031 -1.7435 -1.2741
C -2.0395 -0.8773 0.9893
O 0.9113 -1.0114 -0.0975
O 1.4965 0.7588 -1.3680
H 1.0435 -1.2355 -2.0479
H -0.4080 -1.6726 -1.3967
H -1.3275 2.0996 -0.2317
H -1.6864 1.0224 -1.6731
H 0.9799 1.1479 1.6135
H 2.4838 1.6927 0.8506
H 2.3765 0.0683 1.5842
H -1.2731 -1.5763 1.2884
H -3.0218 -1.0085 1.4182

Atomic partial charges in e from the natural (NBO) method, atoms 1 to 2:
1. C -0.507
2. C -0.722

Entry iii
ORCA calculation (ωB97M-V with the def2-TZVPD basis set) on the molecule C5H9NO2.

Properties
Charge: 0
Spin multiplicity: 1
HOMO-LUMO gap (eV): 9.3
SMILES string: C=C[C@](C)(O)C(N)=O
LUMO level (Eh): 0.024

Positions of all 17 atoms, in Å:
C 0.0253 1.4838 0.7368
C -1.0421 -0.2938 -0.6811
C -0.1885 -0.0002 0.5074
N -2.0635 -1.1535 -0.5823
C 1.1797 -0.6199 -0.2888
C 2.1712 0.0395 -0.8822
O -0.4507 -0.0708 -1.7575
O -0.5947 -0.7104 1.6598
H -0.9639 -0.0921 2.2995
H -2.3251 -1.5081 0.3233
H -2.4730 -1.5519 -1.4111
H 1.3495 -1.6114 0.1097
H 0.2202 1.9939 -0.2024
H -0.8663 1.9291 1.1854
H 0.8877 1.6340 1.3885
H 1.9884 0.9468 -1.4355
H 3.1460 -0.4148 -0.9696

Atomic partial charges in e from the natural (NBO) method, atoms 1 to 2:
1. C -0.636
2. C 0.621

Which of them is most stable, and which least? Most stable: entry i; least stable: entry ii.